1.
The following is a DFT calculation (wB97M-V/def2-TZVPD) of a structure of composition C10H18Cl2FeN2 at a distorted geometry.

Properties
M   293.019 g/mol
Total charge   -1
Multiplicity   6
LUMO level (alpha / beta)   0.1117 / 0.1091 hartree

The geometry in XYZ format:
```
33
Properties=species:S:1:pos:R:3:forces:R:3
Fe -1.071948 -1.089068 0.872707 2.19 1.49 1.22
Cl -1.332588 0.549344 2.242279 -0.59 2.20 1.94
Cl 0.042207 -3.008947 1.574376 2.08 -1.98 0.31
C -1.458871 -2.419755 2.220972 -2.66 -1.39 1.21
H -2.204943 -3.184777 1.920218 0.24 0.38 0.71
H -1.494975 -2.144334 3.300124 0.46 -0.51 -0.94
C -0.877702 -0.314253 -1.643605 0.67 -0.16 -0.10
C -1.871650 -0.632357 -0.819356 -1.91 -1.37 -0.98
H -0.065574 -1.028163 -1.856407 -0.46 0.32 0.14
C -3.010848 0.261408 -0.486636 -0.46 1.53 0.02
H -1.948546 -1.737219 -0.310170 -0.50 0.41 -2.48
C -3.210174 1.359139 -1.561122 -0.61 -1.03 0.16
H -3.941832 -0.286081 -0.248334 0.43 0.14 -0.30
H -2.711132 0.780155 0.433398 -0.49 -0.06 -0.13
C -1.916837 2.036141 -1.940303 1.01 0.08 -0.18
H -3.629401 0.858027 -2.443865 -0.06 0.22 -0.02
H -3.940473 2.103280 -1.204558 0.17 -0.27 -0.16
C -0.676999 1.096463 -2.111475 -0.48 0.07 -0.57
H -2.052289 2.539893 -2.898824 -0.07 0.21 0.08
H -1.645348 2.804050 -1.210283 -0.17 -0.08 0.03
H -0.362993 1.091259 -3.170844 -0.05 -0.05 0.40
H 0.169490 1.513137 -1.550563 -0.02 -0.16 -0.06
C 4.260241 0.367132 -0.074459 -0.33 0.14 -0.40
N 3.233846 -0.059322 0.897347 1.59 0.11 0.18
C 3.737250 -0.532477 2.196241 -0.46 -0.10 0.44
C 1.964880 -0.099510 0.645450 -2.45 -0.75 -0.33
N 0.801941 -0.290122 0.584596 3.28 0.50 -0.05
H 5.224316 0.327144 0.438015 -0.07 0.11 -0.14
H 4.080584 1.395017 -0.421054 -0.01 -0.21 0.08
H 4.299673 -0.302064 -0.947526 -0.11 0.12 0.20
H 3.441306 0.158023 3.003631 0.09 -0.18 -0.23
H 3.341557 -1.535470 2.427883 0.13 0.31 -0.13
H 4.827831 -0.575694 2.142147 -0.40 -0.07 0.08
```
Forces are in eV/Å.

=====

2.
The following is a DFT calculation (wB97M-V/def2-TZVPD) of a cluster of 4 separate species, C2H10O5 in total at a distorted geometry.

Properties
M   114.097 g/mol
Total charge   -1
Multiplicity   2
LUMO level (alpha / beta)   0.1199 / 0.1170 hartree

The geometry in XYZ format:
```
17
Properties=species:S:1:pos:R:3:forces:R:3
O 0.717637 1.643788 -0.147897 0.20 -0.25 -0.12
C 1.693525 0.981337 -0.355681 1.81 -0.14 0.05
O 2.326263 0.900083 -1.586068 -0.91 -0.35 0.45
C 2.414454 0.092722 0.667135 -2.09 1.38 2.60
H 1.597200 0.693775 -2.192348 -0.02 0.42 -0.49
H 3.114535 0.646241 1.414650 -1.02 -0.69 -1.67
H 1.448643 -0.090115 1.322309 2.13 -0.59 -0.89
H 2.877259 -0.796579 0.234287 -0.26 0.23 0.16
H -1.383649 -3.619526 -1.588800 -0.74 -1.38 -0.66
H -0.879015 -2.433799 -1.190860 -1.87 0.47 -2.68
O -1.562355 -2.786672 -2.039636 2.60 1.08 3.31
H -2.560525 1.028362 4.649490 0.12 -0.16 -0.45
H -2.176876 0.637495 3.185762 -0.05 -0.03 0.32
O -2.476177 0.283529 4.036975 -0.06 0.14 0.11
H -1.940439 0.318002 -2.573706 -0.23 -0.84 0.19
H -1.637463 1.328391 -1.445617 0.09 -0.30 0.20
O -1.573019 1.172965 -2.389995 0.30 1.01 -0.43
```
Forces are in eV/Å.

=====

3.
The following is a DFT calculation (wB97M-V/def2-TZVPD) of a structure of composition C2H8NO3P at a distorted geometry.

Properties
M   125.064 g/mol
LUMO level   0.0245 hartree

The geometry in XYZ format:
```
15
Properties=species:S:1:pos:R:3:forces:R:3
C -0.110481 2.107240 0.438945 0.70 2.43 0.37
C 0.123221 -1.631304 -1.697009 0.69 1.36 -1.65
N -1.844250 -0.051373 1.337685 1.28 1.17 -1.28
O 1.163699 -1.152875 1.110437 -2.10 3.65 -4.46
O -0.130468 0.949606 -0.395996 -0.05 -1.65 0.59
O -0.902668 -1.493170 -0.709441 -0.50 0.75 -0.23
P -0.723856 -0.346470 0.330889 3.09 -0.85 1.84
H -0.160306 2.988882 -0.251229 -0.44 -0.85 0.52
H 0.854603 2.340403 1.017989 -1.22 -1.31 -0.75
H -0.980142 2.029327 1.108830 0.51 0.57 -0.16
H -0.180541 -2.539105 -2.302944 1.11 1.00 0.95
H 1.080810 -1.502341 -1.145551 -0.29 -1.41 -0.62
H 0.172897 -0.700435 -2.384856 -0.69 -1.51 0.82
H -2.165197 -0.852008 1.792398 -0.88 -1.44 1.03
H 0.905903 -1.629645 1.834594 -1.21 -1.91 3.03
```
Forces are in eV/Å.

=====

4.
The following is a DFT calculation (wB97M-V/def2-TZVPD) of an isolated molecule of C6H9N.

Properties
M   95.145 g/mol
SMILES   CC#CC[C@H]1CN1
LUMO level   0.0405 hartree

The geometry in XYZ format:
```
16
Properties=species:S:1:pos:R:3:forces:R:3
C 0.403275 0.992329 2.582803 -0.03 0.04 0.23
C -0.364068 0.521969 1.441776 -0.77 -0.20 -0.02
C -1.085888 0.100510 0.574067 0.44 0.15 0.29
C -1.519472 -0.388319 -0.730214 0.19 -0.03 -0.14
C -0.273174 -0.482742 -1.655875 -0.31 0.08 0.00
C 1.054677 -0.012581 -1.180075 0.06 0.25 0.06
N 0.744179 -1.441467 -1.217088 0.03 -0.18 -0.08
H 0.859932 1.972324 2.408625 -0.12 -0.15 -0.01
H 1.192922 0.285032 2.855100 -0.13 0.08 -0.05
H -0.297254 1.070715 3.414653 0.23 0.12 0.22
H -2.294499 0.279983 -1.134126 0.34 -0.14 -0.11
H -1.976172 -1.381743 -0.630878 0.13 0.14 -0.10
H -0.507563 -0.420836 -2.719868 0.16 -0.03 0.21
H 1.049879 0.391224 -0.169672 0.33 -0.10 -0.45
H 1.812139 0.415929 -1.837177 -0.37 -0.22 -0.17
H 1.201085 -1.902329 -2.002050 -0.18 0.18 0.09
```
Forces are in eV/Å.

=====

5.
The following is a DFT calculation (wB97M-V/def2-TZVPD) of a structure of composition C3H8N3 at a distorted geometry.

Properties
M   86.118 g/mol
Total charge   +1
LUMO level   -0.1292 hartree

The geometry in XYZ format:
```
14
Properties=species:S:1:pos:R:3:forces:R:3
C -0.662512 -2.222739 0.800772 1.86 -2.70 2.39
C -0.021755 -0.521981 -0.043758 1.83 0.60 -1.09
C 0.716410 1.820890 -0.479782 -1.06 -0.75 -1.90
N 0.530635 -1.677243 0.940696 0.28 -0.97 1.33
N -1.187814 -1.375044 -0.004439 -1.46 1.19 -0.95
N -0.001977 0.787323 0.256103 -0.64 0.87 1.03
H -1.094066 -3.160150 1.243446 0.52 1.05 -0.62
H 0.504505 -0.698423 -0.991148 0.03 0.10 0.29
H 1.544308 1.335551 -0.940994 1.10 -0.01 -0.24
H 0.042602 2.081809 -1.368674 1.04 0.72 1.43
H 1.052398 2.598155 0.219086 -0.35 -0.06 -0.65
H 1.370008 -2.072477 1.428564 -1.00 0.68 -0.96
H -2.126952 -1.113160 0.028615 -1.71 0.61 -0.47
H -0.549953 1.289474 0.941711 -0.44 -1.31 0.41
```
Forces are in eV/Å.

=====

6.
The following is a DFT calculation (wB97M-V/def2-TZVPD) of an isolated molecule of C14H17FN2O3 at a distorted geometry.

Properties
M   280.299 g/mol
SMILES   CC[C@H](ON1C[C@H](C)C(=O)NC1=O)c1ccc(F)cc1
LUMO level   0.0226 hartree

The geometry in XYZ format:
```
37
Properties=species:S:1:pos:R:3:forces:R:3
C -4.160095 -0.701807 -0.381260 0.32 0.02 -0.88
C -3.076133 0.148185 0.248729 0.19 1.21 0.07
C -1.843130 0.281736 -0.659312 -0.60 1.64 0.79
O -1.379386 -1.026608 -1.002045 1.37 -1.24 0.78
N -0.185759 -1.430957 -0.352915 1.11 0.59 -0.19
C 1.000937 -1.377049 -1.215641 0.28 -0.32 0.61
C 2.223252 -0.924468 -0.350136 -1.17 -2.10 -1.36
C 3.522369 -1.040979 -1.183119 -0.29 0.46 0.25
C 2.223388 -1.759016 0.945129 2.39 0.78 1.16
O 3.236109 -1.866062 1.608852 0.44 0.07 -0.43
N 1.091827 -2.291817 1.496507 0.20 1.06 -1.94
C -0.124593 -2.024501 0.910578 -2.63 -0.49 -0.33
O -1.107608 -2.369615 1.524261 -0.95 0.43 0.17
C -0.811747 1.290353 -0.081661 -0.37 -1.22 -0.18
C -0.564293 1.400798 1.303159 0.57 0.34 -0.13
C 0.410895 2.285962 1.783930 -0.75 0.04 -0.81
C 1.108173 3.103196 0.877802 -1.17 -1.88 0.30
F 2.076664 3.834665 1.429840 0.24 0.71 -0.61
C 0.833502 3.018764 -0.490015 0.34 0.07 0.77
C -0.113510 2.090933 -0.972165 0.89 0.97 0.96
H -4.456241 -0.255261 -1.359652 0.03 -0.32 0.61
H -5.012744 -0.699993 0.283140 -0.34 -0.31 -0.02
H -3.790364 -1.727632 -0.583183 -0.36 0.55 0.29
H -2.768105 -0.276639 1.209281 -0.08 0.03 -0.10
H -3.456966 1.206854 0.434474 0.40 -1.24 -0.14
H -2.194924 0.732234 -1.613639 0.28 -0.50 0.30
H 0.855981 -0.646899 -2.000929 -0.29 0.17 -0.05
H 1.159637 -2.362374 -1.715562 0.09 0.53 0.41
H 2.013803 0.100366 -0.094127 0.08 0.50 0.40
H 3.435775 -0.504300 -2.148273 -0.15 -0.04 0.60
H 4.328169 -0.599214 -0.605059 0.21 -0.04 -0.10
H 3.799125 -2.060281 -1.445358 -0.17 -0.16 0.29
H 1.115201 -2.478681 2.499442 -0.18 -0.17 -0.59
H -1.093774 0.786744 2.036286 0.08 0.15 -0.41
H 0.563574 2.409373 2.849630 0.20 -0.11 -0.10
H 1.382711 3.672569 -1.143482 0.09 0.05 -0.34
H -0.241717 2.061418 -2.043502 -0.30 -0.23 -0.07
```
Forces are in eV/Å.